1.
{
  "formula": "C24H60Br3F12N5O17S4",
  "method": "ωB97M-V/def2-TZVPD",
  "homo_lumo_gap_ev": 1.2,
  "homo_ev": -0.89,
  "charge": -2,
  "spin_multiplicity": 1,
  "e_lumo_ev": 0.33,
  "symbols": ["C", "C", "C", "O", "C", "N", "H", "H", "H", "H", "H", "H", "H", "H", "H", "H", "H", "H", "C", "C", "C", "O", "C", "N", "H", "H", "H", "H", "H", "H", "H", "H", "H", "H", "H", "H", "C", "C", "C", "O", "C", "N", "H", "H", "H", "H", "H", "H", "H", "H", "H", "H", "H", "H", "C", "C", "C", "O", "C", "N", "H", "H", "H", "H", "H", "H", "H", "H", "H", "H", "H", "H", "C", "C", "C", "O", "C", "N", "H", "H", "H", "H", "H", "H", "H", "H", "H", "H", "H", "H", "C", "F", "F", "F", "S", "O", "O", "O", "C", "F", "F", "F", "S", "O", "O", "O", "C", "F", "F", "F", "S", "O", "O", "O", "C", "F", "F", "F", "S", "O", "O", "O", "Br", "Br", "Br"],
  "positions_angstrom": [[-3.722, 7.380, -5.368], [-4.153, 5.948, -5.561], [-3.706, 4.988, -4.400], [-4.404, 5.347, -3.305], [-4.047, 4.499, -2.187], [-5.664, 5.937, -5.716], [-6.030, 6.580, -6.403], [-5.830, 4.973, -5.967], [-6.123, 6.198, -4.854], [-4.051, 7.881, -4.458], [-4.126, 7.980, -6.184], [-2.648, 7.414, -5.552], [-3.800, 5.594, -6.530], [-2.663, 5.116, -4.112], [-3.821, 3.966, -4.761], [-4.632, 4.762, -1.305], [-3.005, 4.554, -1.873], [-4.204, 3.447, -2.424], [-7.158, -9.085, -1.355], [-5.941, -8.118, -1.180], [-6.214, -6.978, -0.162], [-5.068, -6.213, 0.116], [-5.291, -5.062, 0.887], [-4.713, -8.880, -0.782], [-4.001, -8.182, -0.619], [-4.960, -9.477, -0.005], [-4.413, -9.490, -1.529], [-7.565, -9.501, -0.433], [-6.842, -9.826, -2.089], [-7.977, -8.527, -1.808], [-5.587, -7.575, -2.056], [-6.485, -7.412, 0.801], [-7.002, -6.309, -0.507], [-4.419, -4.939, 1.529], [-6.118, -5.146, 1.593], [-5.435, -4.158, 0.295], [-5.414, 2.059, 1.898], [-4.830, 2.276, 3.294], [-4.956, 3.707, 3.947], [-4.635, 3.709, 5.358], [-5.608, 4.389, 6.084], [-5.494, 1.202, 4.207], [-4.955, 1.083, 5.052], [-6.407, 1.427, 4.576], [-5.489, 0.373, 3.631], [-5.411, 1.011, 1.599], [-4.807, 2.558, 1.143], [-6.448, 2.398, 1.824], [-3.749, 2.139, 3.251], [-5.878, 4.197, 3.638], [-4.128, 4.272, 3.519], [-6.561, 3.884, 5.921], [-5.708, 5.472, 6.019], [-5.311, 4.286, 7.128], [-4.200, -6.382, -5.085], [-4.183, -5.077, -4.270], [-2.761, -4.366, -4.178], [-2.857, -3.305, -3.244], [-1.740, -2.472, -3.419], [-5.215, -4.123, -4.772], [-6.122, -4.567, -4.802], [-5.220, -3.408, -4.058], [-5.031, -3.630, -5.634], [-3.812, -6.239, -6.093], [-5.173, -6.869, -5.016], [-3.511, -7.162, -4.761], [-4.538, -5.262, -3.256], [-2.615, -3.918, -5.161], [-1.965, -5.061, -3.913], [-0.772, -2.945, -3.255], [-1.823, -1.880, -2.507], [-1.752, -1.765, -4.248], [-1.969, -2.411, 0.688], [-1.704, -0.930, 1.060], [-2.779, 0.022, 0.399], [-2.597, 1.370, 0.843], [-1.464, 2.054, 0.230], [-1.737, -0.774, 2.549], [-0.958, -1.256, 2.974], [-1.816, 0.176, 2.882], [-2.540, -1.286, 2.886], [-2.818, -2.793, 1.254], [-1.071, -3.026, 0.744], [-2.351, -2.478, -0.331], [-0.689, -0.602, 0.837], [-3.725, -0.188, 0.900], [-2.869, -0.032, -0.686], [-1.126, 1.625, -0.713], [-0.579, 1.999, 0.864], [-1.578, 3.102, -0.049], [-4.950, 0.472, -2.895], [-3.716, 0.128, -3.182], [-5.180, 0.799, -1.704], [-5.254, 1.547, -3.598], [-6.166, -0.910, -3.412], [-7.510, -0.341, -3.115], [-6.017, -1.131, -4.860], [-5.801, -1.998, -2.536], [1.992, -0.817, -1.661], [0.880, -1.441, -1.290], [2.450, -0.110, -0.537], [2.965, -1.654, -1.898], [1.566, 0.292, -3.192], [0.492, 1.197, -2.791], [2.867, 0.939, -3.508], [1.082, -0.640, -4.234], [1.350, 1.686, 2.897], [0.743, 0.534, 2.975], [1.918, 1.998, 1.801], [0.482, 2.646, 3.200], [2.737, 1.622, 4.248], [3.491, 2.850, 4.298], [2.063, 1.440, 5.547], [3.570, 0.484, 3.824], [-1.149, -5.547, -0.549], [-0.135, -5.601, 0.391], [-2.293, -5.274, 0.064], [-0.822, -4.586, -1.472], [-1.251, -7.209, -1.567], [0.058, -7.459, -2.256], [-1.513, -8.309, -0.670], [-2.334, -6.866, -2.472], [-1.593, 0.522, 5.809], [-5.323, -2.270, 3.111], [1.112, -3.204, 3.170]]
}

---

2.
{
  "formula": "C24H60FN2O5",
  "method": "ωB97M-V/def2-TZVPD",
  "homo_lumo_gap_ev": 8.3,
  "homo_ev": -11.18,
  "charge": 1,
  "spin_multiplicity": 1,
  "e_lumo_ev": -2.92,
  "symbols": ["N", "C", "C", "N", "C", "F", "C", "H", "H", "H", "H", "H", "H", "H", "H", "H", "H", "C", "C", "O", "C", "C", "H", "H", "H", "H", "H", "H", "H", "H", "H", "H", "C", "C", "O", "C", "C", "H", "H", "H", "H", "H", "H", "H", "H", "H", "H", "C", "C", "O", "C", "C", "H", "H", "H", "H", "H", "H", "H", "H", "H", "H", "C", "C", "O", "C", "C", "H", "H", "H", "H", "H", "H", "H", "H", "H", "H", "C", "C", "O", "C", "C", "H", "H", "H", "H", "H", "H", "H", "H", "H", "H"],
  "positions_angstrom": [[3.898, -0.905, 3.055], [2.675, -1.012, 2.263], [1.805, 0.220, 2.482], [1.087, -0.090, 3.792], [1.108, -1.610, 3.962], [-0.198, -1.972, 4.212], [1.721, -2.134, 2.687], [4.531, -1.659, 2.828], [3.742, -0.986, 4.052], [2.983, -1.054, 1.214], [2.399, 1.133, 2.568], [1.024, 0.346, 1.726], [0.113, 0.199, 3.717], [1.468, 0.398, 4.596], [1.710, -1.851, 4.843], [0.957, -2.271, 1.904], [2.242, -3.081, 2.844], [-1.547, 3.913, 1.121], [-0.454, 3.524, 2.097], [0.856, 3.546, 1.559], [1.298, 4.806, 1.064], [1.324, 5.910, 2.104], [-1.524, 3.273, 0.238], [-2.523, 3.819, 1.598], [-1.445, 4.946, 0.790], [-0.605, 2.486, 2.416], [-0.514, 4.143, 2.999], [0.696, 5.106, 0.200], [2.306, 4.614, 0.699], [0.329, 6.145, 2.483], [1.728, 6.819, 1.660], [1.954, 5.630, 2.948], [2.561, 1.721, -0.997], [3.113, 0.555, -1.794], [2.718, -0.735, -1.336], [1.325, -1.009, -1.355], [0.678, -0.900, -2.721], [2.855, 1.651, 0.048], [2.957, 2.655, -1.390], [1.473, 1.784, -1.044], [4.200, 0.544, -1.728], [2.859, 0.671, -2.852], [0.795, -0.364, -0.637], [1.244, -2.034, -0.987], [0.722, 0.114, -3.119], [-0.373, -1.182, -2.664], [1.171, -1.565, -3.429], [-3.479, -3.362, -5.562], [-3.047, -1.933, -5.837], [-1.662, -1.696, -5.648], [-0.787, -2.458, -6.462], [-0.979, -2.251, -7.953], [-3.210, -3.657, -4.547], [-4.560, -3.446, -5.672], [-3.023, -4.071, -6.254], [-3.536, -1.256, -5.137], [-3.357, -1.629, -6.843], [-0.858, -3.523, -6.214], [0.211, -2.129, -6.170], [-1.961, -2.584, -8.292], [-0.231, -2.822, -8.503], [-0.869, -1.198, -8.212], [4.303, -5.129, -1.262], [4.035, -4.205, -0.092], [3.338, -4.829, 0.977], [4.003, -5.935, 1.568], [5.360, -5.601, 2.161], [3.371, -5.547, -1.642], [4.788, -4.573, -2.063], [4.960, -5.957, -0.989], [3.387, -3.382, -0.403], [4.971, -3.753, 0.260], [4.095, -6.755, 0.848], [3.327, -6.275, 2.351], [6.072, -5.271, 1.404], [5.778, -6.484, 2.643], [5.271, -4.812, 2.911], [-5.938, 2.736, 1.511], [-5.794, 3.226, 2.942], [-5.573, 4.617, 3.058], [-6.597, 5.455, 2.544], [-7.951, 5.260, 3.202], [-5.061, 3.017, 0.925], [-6.039, 1.651, 1.493], [-6.815, 3.155, 1.017], [-4.914, 2.771, 3.398], [-6.657, 2.913, 3.540], [-6.681, 5.339, 1.457], [-6.236, 6.465, 2.728], [-8.357, 4.263, 3.027], [-8.662, 5.980, 2.796], [-7.879, 5.415, 4.279]]
}

---

3.
{
  "formula": "C24H60N4",
  "method": "ωB97M-V/def2-TZVPD",
  "relative_energy_ev": 2.0440,
  "homo_lumo_gap_ev": 8.9,
  "homo_ev": -8.08,
  "charge": 0,
  "spin_multiplicity": 1,
  "e_lumo_ev": 0.82,
  "symbols": ["C", "C", "N", "C", "C", "C", "C", "H", "H", "H", "H", "H", "H", "H", "H", "H", "H", "H", "H", "H", "H", "H", "C", "C", "N", "C", "C", "C", "C", "H", "H", "H", "H", "H", "H", "H", "H", "H", "H", "H", "H", "H", "H", "H", "C", "C", "N", "C", "C", "C", "C", "H", "H", "H", "H", "H", "H", "H", "H", "H", "H", "H", "H", "H", "H", "H", "C", "C", "N", "C", "C", "C", "C", "H", "H", "H", "H", "H", "H", "H", "H", "H", "H", "H", "H", "H", "H", "H"],
  "positions_angstrom": [[-11.030, 27.147, -18.555], [-10.660, 25.656, -18.579], [-10.028, 25.092, -17.395], [-10.584, 25.723, -16.122], [-9.896, 25.261, -14.835], [-9.896, 23.663, -17.343], [-8.923, 23.260, -18.422], [-11.381, 27.464, -19.537], [-10.176, 27.747, -18.241], [-11.742, 27.356, -17.756], [-11.562, 25.139, -18.905], [-10.104, 25.567, -19.513], [-10.525, 26.811, -16.127], [-11.641, 25.466, -16.040], [-10.075, 25.953, -14.013], [-10.065, 24.218, -14.567], [-8.825, 25.272, -15.037], [-10.876, 23.190, -17.398], [-9.448, 23.271, -16.430], [-8.550, 22.263, -18.187], [-8.081, 23.951, -18.472], [-9.392, 23.406, -19.396], [-10.417, 30.698, -15.902], [-11.872, 30.381, -16.202], [-12.372, 29.294, -15.372], [-13.564, 28.734, -16.024], [-14.039, 27.382, -15.487], [-12.439, 29.582, -13.958], [-13.354, 30.682, -13.479], [-9.792, 29.805, -15.902], [-10.317, 31.270, -14.979], [-10.135, 31.310, -16.758], [-12.549, 31.219, -16.037], [-11.850, 30.173, -17.272], [-14.381, 29.454, -15.982], [-13.392, 28.488, -17.072], [-14.718, 26.870, -16.168], [-13.206, 26.708, -15.285], [-14.580, 27.513, -14.549], [-11.413, 29.663, -13.599], [-12.827, 28.756, -13.362], [-13.569, 30.560, -12.417], [-14.257, 30.892, -14.053], [-12.893, 31.663, -13.600], [-17.532, 27.895, -15.281], [-18.735, 26.986, -15.732], [-18.422, 26.037, -16.812], [-17.499, 24.943, -16.459], [-18.007, 23.689, -15.645], [-19.638, 25.622, -17.530], [-19.352, 24.892, -18.798], [-17.864, 28.733, -14.667], [-17.022, 28.304, -16.153], [-16.908, 27.383, -14.548], [-19.169, 26.508, -14.853], [-19.626, 27.490, -16.107], [-17.215, 24.590, -17.451], [-16.616, 25.279, -15.917], [-18.185, 24.018, -14.622], [-18.930, 23.257, -16.032], [-17.246, 22.909, -15.685], [-20.190, 26.519, -17.811], [-20.341, 25.133, -16.856], [-19.018, 23.897, -18.505], [-18.506, 25.423, -19.236], [-20.158, 24.936, -19.530], [-3.799, 26.247, -16.419], [-3.929, 27.615, -17.086], [-5.311, 28.103, -16.983], [-6.307, 27.153, -17.537], [-6.100, 26.861, -19.049], [-5.572, 29.433, -17.588], [-6.922, 30.161, -17.489], [-2.735, 26.016, -16.376], [-4.371, 25.520, -16.997], [-4.169, 26.302, -15.395], [-3.305, 28.398, -16.656], [-3.597, 27.614, -18.124], [-7.335, 27.501, -17.438], [-6.315, 26.218, -16.976], [-6.272, 27.732, -19.682], [-6.740, 26.054, -19.406], [-5.113, 26.492, -19.330], [-4.790, 30.066, -17.167], [-5.287, 29.380, -18.639], [-7.835, 29.608, -17.709], [-7.043, 30.495, -16.458], [-6.948, 31.031, -18.144]]
}

---

4.
{
  "formula": "C24H61F3N2O16S5",
  "method": "ωB97M-V/def2-TZVPD",
  "relative_energy_ev": 0.0000,
  "homo_lumo_gap_ev": 6.3,
  "homo_ev": -6.36,
  "charge": 0,
  "spin_multiplicity": 1,
  "e_lumo_ev": -0.03,
  "symbols": ["N", "H", "H", "H", "H", "C", "C", "C", "N", "C", "C", "C", "C", "C", "H", "H", "H", "H", "H", "H", "H", "H", "H", "H", "H", "H", "H", "H", "H", "H", "H", "H", "C", "F", "F", "F", "S", "O", "O", "O", "C", "C", "C", "O", "H", "H", "H", "H", "H", "H", "H", "O", "S", "O", "O", "C", "C", "C", "H", "H", "H", "H", "H", "H", "H", "H", "O", "S", "O", "O", "C", "C", "C", "H", "H", "H", "H", "H", "H", "H", "H", "O", "S", "O", "O", "C", "C", "C", "H", "H", "H", "H", "H", "H", "H", "H", "O", "S", "O", "O", "C", "C", "C", "H", "H", "H", "H", "H", "H", "H", "H"],
  "positions_angstrom": [[0.592, -0.288, -1.051], [1.003, -1.008, -0.474], [1.163, 0.536, -0.927], [-0.328, -0.081, -0.691], [0.566, -0.464, -2.046], [2.055, 0.284, 3.004], [1.162, -0.401, 3.982], [-0.289, 0.023, 3.744], [-1.284, -0.725, 4.731], [-1.017, -2.211, 4.885], [-2.726, -0.451, 4.423], [-3.612, -0.500, 5.636], [-2.607, -0.510, 6.790], [-1.235, -0.136, 6.185], [1.853, 0.034, 1.963], [3.091, 0.051, 3.251], [1.955, 1.370, 3.005], [1.335, 0.009, 4.977], [1.405, -1.463, 4.004], [-0.613, -0.272, 2.746], [-0.439, 1.090, 3.909], [-0.024, -2.127, 5.328], [-1.059, -2.724, 3.925], [-1.812, -2.638, 5.497], [-3.043, -1.099, 3.606], [-2.874, 0.555, 4.028], [-4.365, -1.283, 5.549], [-4.198, 0.418, 5.596], [-2.648, -1.503, 7.238], [-2.927, 0.244, 7.509], [-0.461, -0.678, 6.729], [-0.998, 0.928, 6.148], [-3.447, -2.733, -0.727], [-4.262, -2.056, -1.595], [-4.129, -3.665, -0.114], [-2.402, -3.280, -1.417], [-2.777, -1.410, 0.523], [-1.888, -2.153, 1.387], [-2.036, -0.400, -0.246], [-3.956, -0.962, 1.305], [4.591, 1.084, 0.010], [3.774, 2.012, -0.925], [4.208, 1.816, -2.410], [2.410, 1.801, -0.695], [4.371, 0.026, -0.132], [4.189, 1.129, 1.022], [5.666, 1.265, 0.007], [3.999, 3.048, -0.671], [3.601, 2.525, -2.974], [4.099, 0.796, -2.777], [5.261, 2.089, -2.472], [1.173, -0.714, -3.586], [0.689, -0.863, -4.959], [-0.694, -0.411, -5.205], [1.805, -0.248, -6.065], [3.139, -0.278, -5.640], [3.844, -1.349, -6.461], [0.879, -2.633, -5.496], [3.364, -0.332, -4.574], [3.580, 0.704, -5.808], [3.472, -2.353, -6.256], [4.874, -1.297, -6.109], [3.770, -1.011, -7.494], [1.549, -3.101, -4.775], [1.314, -2.705, -6.493], [-0.117, -3.071, -5.429], [-0.495, 6.162, -3.083], [-0.568, 4.750, -3.444], [-1.801, 4.146, -3.871], [0.615, 4.408, -4.577], [0.864, 3.075, -4.974], [0.830, 3.033, -6.548], [0.023, 3.775, -1.947], [0.215, 2.383, -4.438], [1.895, 2.888, -4.674], [1.036, 1.999, -6.828], [1.581, 3.654, -7.036], [-0.199, 3.282, -6.808], [1.047, 4.026, -1.669], [-0.087, 2.694, -2.024], [-0.617, 4.011, -1.097], [2.865, -4.503, 0.677], [1.657, -3.684, 0.565], [1.623, -2.216, 0.729], [0.911, -4.063, -0.881], [1.091, -5.322, -1.447], [-0.270, -5.798, -2.023], [0.346, -4.487, 1.632], [1.482, -6.058, -0.744], [1.837, -5.303, -2.243], [-0.976, -6.003, -1.218], [-0.151, -6.747, -2.545], [-0.634, -5.055, -2.733], [0.247, -5.506, 1.257], [-0.589, -3.986, 1.382], [0.777, -4.413, 2.630], [-5.004, 3.228, 4.178], [-3.553, 3.343, 4.424], [-2.984, 2.723, 5.633], [-2.729, 2.787, 3.094], [-3.418, 2.788, 1.861], [-2.362, 2.663, 0.749], [-3.012, 5.115, 4.310], [-3.977, 3.723, 1.808], [-4.062, 1.924, 1.702], [-1.714, 1.795, 0.874], [-1.775, 3.570, 0.890], [-2.829, 2.713, -0.235], [-3.434, 5.703, 5.125], [-3.308, 5.459, 3.319], [-1.922, 5.077, 4.297]]
}